# C17H24AsF6O4

A structure of composition C17H24AsF6O4 (the ωB97M-V functional and the def2-TZVPD basis, the Open Molecules 2025 dataset).

Geometry (Å):
C 5.81332 1.54402 -0.54173
C 4.69833 2.04886 0.37005
C 3.38784 1.23690 0.34973
C 3.05523 0.50202 -0.95878
C 3.59477 -0.93856 -1.02549
O 4.53254 -0.99376 -2.16297
C 3.79830 -1.28287 -3.26308
O 4.22416 -1.32578 -4.37344
O 2.50294 -1.52787 -2.90516
C 2.63312 -1.99184 -1.54530
C 1.35546 -2.40994 -0.82050
C 0.92557 -1.63272 0.44036
C 0.89755 -2.55389 1.65823
O -0.39028 -1.11175 0.35348
C -0.59619 -0.12699 -0.63959
C -2.03864 0.29726 -0.63157
C -2.63702 0.65839 0.57071
C -3.96913 1.04307 0.61515
C -4.71268 1.06802 -0.55843
C -4.12186 0.70944 -1.75819
C -2.78793 0.32363 -1.80038
H 6.06805 0.50559 -0.32400
H 6.71823 2.13032 -0.38039
H 5.55327 1.61700 -1.59552
H 4.49318 3.09682 0.14809
H 5.07978 2.02829 1.39327
H 3.40899 0.51227 1.16744
H 2.56866 1.92187 0.57138
H 1.97500 0.48806 -1.07432
H 3.44204 1.05192 -1.81437
H 4.13272 -1.17743 -0.11251
H 3.25836 -2.89067 -1.61161
H 1.48599 -3.45474 -0.54681
H 0.53902 -2.40699 -1.54399
H 1.61290 -0.81228 0.67329
H 0.38106 -3.47690 1.39088
H 0.29391 -2.07942 2.42935
H 1.90058 -2.77094 2.01951
H -0.32908 -0.49246 -1.63727
H 0.03016 0.74935 -0.42517
H -2.05964 0.61357 1.48497
H -4.42178 1.29305 1.56592
H -5.75501 1.35019 -0.50214
H -4.72016 0.71707 -2.66019
H -2.33416 0.02329 -2.73751
F -9.18483 0.36746 2.99367
As -7.64769 1.13128 3.25442
F -8.36727 2.68841 2.98072
F -7.28938 1.00283 1.55067
F -6.09712 1.89344 3.49834
F -6.91448 -0.42190 3.51858
F -7.98670 1.26603 4.95218

## Properties
Orbital gap ... 0.326 Ha
Net charge ... -1